{
  "formula": "C4H12N2",
  "method": "wB97M-V/def2-TZVPD",
  "smiles": "C=NC.CCN",
  "e_lumo_ev": 1.018,
  "e_homo_ev": -8.9,
  "total_charge": 0,
  "e_tot_ev": -7321.028,
  "species": ["C", "C", "N", "H", "H", "H", "H", "H", "H", "H", "C", "C", "N", "H", "H", "H", "H", "H"],
  "positions_angstrom": [[-1.6435, -0.8015, -1.8717], [-0.9557, 0.4992, -1.3327], [-1.6291, 1.3630, -0.4041], [-2.5410, -0.8874, -1.2638], [-1.0490, -1.6992, -1.6711], [-1.8237, -0.7840, -2.9359], [-0.6187, 1.0353, -2.2172], [0.0388, 0.1405, -0.9702], [-2.2612, 0.9118, 0.2535], [-1.0654, 1.8808, 0.2577], [2.4242, 0.3291, 1.1362], [0.4664, -0.8293, 1.6321], [1.5353, -0.7981, 0.9540], [2.4445, 0.9448, 0.2265], [2.1334, 0.8986, 2.0286], [3.4347, -0.0324, 1.2599], [0.4612, -0.1478, 2.4956], [-0.2881, -1.5440, 1.3279]],
  "nbo_charge": [-0.615, -0.227, -0.847, 0.202, 0.211, 0.214, 0.176, 0.173, 0.351, 0.363, -0.444, -0.083, -0.387, 0.213, 0.163, 0.206, 0.142, 0.189]
}

{
  "formula": "C4H12N2",
  "method": "wB97M-V/def2-TZVPD",
  "smiles": "C=CN.CNC",
  "e_lumo_ev": 0.950,
  "e_homo_ev": -7.8,
  "total_charge": 0,
  "e_tot_ev": -7321.254,
  "species": ["C", "C", "N", "H", "H", "H", "H", "H", "C", "N", "C", "H", "H", "H", "H", "H", "H", "H"],
  "positions_angstrom": [[-0.6533, -2.1804, 3.3813], [-0.2826, -1.3081, 2.4300], [-0.9074, -0.9530, 1.2724], [-1.6771, -2.5454, 3.3824], [-0.1370, -2.5339, 4.2567], [0.5693, -0.7140, 2.7260], [-1.5695, -1.4807, 0.7305], [-0.3450, -0.3446, 0.7045], [0.2789, 0.9451, -3.0409], [0.3242, 0.4957, -1.6245], [0.6078, 1.6890, -0.7653], [-0.6345, 1.5737, -3.1941], [1.1934, 1.4591, -3.3424], [0.1295, 0.0529, -3.6518], [1.1565, -0.0879, -1.5524], [1.5056, 2.1489, -1.1727], [0.6747, 1.3980, 0.2720], [-0.2334, 2.3856, -0.8117]],
  "nbo_charge": [-0.554, 0.015, -0.816, 0.179, 0.208, 0.182, 0.396, 0.385, -0.424, -0.622, -0.424, 0.196, 0.169, 0.203, 0.343, 0.174, 0.191, 0.197]
}

{
  "formula": "C4H12N2",
  "method": "wB97M-V/def2-TZVPD",
  "smiles": "[H]/N=C\\N.CCC",
  "e_lumo_ev": 0.872,
  "e_homo_ev": -8.5,
  "total_charge": 0,
  "e_tot_ev": -7320.414,
  "species": ["C", "C", "C", "N", "C", "N", "H", "H", "H", "H", "H", "H", "H", "H", "H", "H", "H", "H"],
  "positions_angstrom": [[-0.8021, 0.9021, 1.8197], [-0.0558, 1.5560, 0.6194], [-0.9203, 1.5920, -0.6301], [-0.0691, -1.6474, 0.0306], [0.4726, -2.0819, -1.0860], [1.8074, -2.3213, -1.2812], [-1.6957, 1.5136, 1.9427], [-0.2025, 0.9379, 2.7270], [-1.0137, -0.1232, 1.5365], [0.2945, 2.5181, 1.0077], [0.8664, 0.9653, 0.5650], [-0.3770, 2.0998, -1.4241], [-1.8439, 2.1354, -0.4266], [-1.1837, 0.5564, -0.8272], [-0.1568, -2.2537, -1.9721], [0.5627, -0.8215, -0.2420], [1.9945, -3.0672, -1.9360], [2.3227, -2.4604, -0.4234]],
  "nbo_charge": [-0.611, -0.389, -0.626, -0.814, 0.334, -0.811, 0.189, 0.200, 0.234, 0.193, 0.178, 0.206, 0.205, 0.220, 0.145, 0.364, 0.391, 0.393]
}

{
  "formula": "C4H12N2",
  "method": "wB97M-V/def2-TZVPD",
  "smiles": "C=NC.CNC",
  "e_lumo_ev": 1.053,
  "e_homo_ev": -8.7,
  "total_charge": 0,
  "e_tot_ev": -7321.003,
  "species": ["C", "N", "C", "H", "H", "H", "H", "H", "H", "H", "C", "C", "N", "H", "H", "H", "H", "H"],
  "positions_angstrom": [[-1.3865, 0.3539, -2.2075], [-1.8476, -0.2119, -0.9793], [-2.0978, 0.7562, 0.0682], [-2.0534, 1.0645, -2.7349], [-1.1196, -0.4024, -2.9428], [-0.5215, 0.9980, -2.0215], [-2.6690, -0.7948, -1.0336], [-2.5403, 0.2388, 0.9122], [-1.2433, 1.3746, 0.3362], [-2.8162, 1.5407, -0.2409], [2.2075, 0.3720, 1.0965], [2.5144, -1.8814, 1.5278], [2.9685, -0.8520, 0.9652], [1.6718, 0.6798, 0.2031], [1.4301, 0.3176, 1.8872], [2.8070, 1.1404, 1.5894], [3.1762, -2.7400, 1.5960], [1.5198, -1.9539, 1.9788]],
  "nbo_charge": [-0.412, -0.623, -0.410, 0.156, 0.202, 0.189, 0.357, 0.200, 0.189, 0.154, -0.454, -0.053, -0.388, 0.210, 0.163, 0.210, 0.170, 0.142]
}

{
  "formula": "C4H12N2",
  "method": "wB97M-V/def2-TZVPD",
  "smiles": "[H]/N=C(\\C)N.CC",
  "e_lumo_ev": 0.926,
  "e_homo_ev": -9.1,
  "total_charge": 0,
  "e_tot_ev": -7322.949,
  "species": ["C", "C", "N", "N", "H", "H", "H", "H", "H", "H", "C", "C", "H", "H", "H", "H", "H", "H"],
  "positions_angstrom": [[2.0944, -0.7073, 0.3621], [1.9327, 0.7818, 0.5633], [0.6370, 1.2115, 0.5529], [2.8532, 1.6425, 0.6914], [0.4960, 2.1711, 0.8242], [-0.0882, 0.5596, 0.7747], [3.7926, 1.2701, 0.6265], [1.6340, -1.2472, 1.1891], [3.1464, -0.9747, 0.3140], [1.6076, -1.0122, -0.5617], [-1.7272, -0.9854, -0.8061], [-2.7939, 0.0635, -0.5237], [-2.3878, 0.8865, 0.0575], [-3.1837, 0.4681, -1.4532], [-1.3547, -1.4227, 0.1206], [-2.1448, -1.7899, -1.4148], [-0.8916, -0.5440, -1.3486], [-3.6219, -0.3713, 0.0317]],
  "nbo_charge": [-0.688, 0.445, -0.820, -0.728, 0.398, 0.381, 0.338, 0.221, 0.224, 0.228, -0.611, -0.602, 0.195, 0.206, 0.193, 0.208, 0.208, 0.203]
}

{
  "formula": "C4H12N2",
  "method": "wB97M-V/def2-TZVPD",
  "smiles": "[H]/N=C/N.CCC",
  "e_lumo_ev": 0.920,
  "e_homo_ev": -9.5,
  "total_charge": 0,
  "e_tot_ev": -7320.887,
  "species": ["C", "C", "C", "H", "H", "H", "H", "H", "H", "H", "H", "N", "C", "N", "H", "H", "H", "H"],
  "positions_angstrom": [[-2.9793, -0.1293, 1.0135], [-1.5132, -0.4356, 0.7170], [-1.2344, -0.6686, -0.8404], [-3.2308, 0.9600, 0.5335], [-3.0422, -0.3885, 2.1220], [-3.4863, -0.7347, 0.3028], [-1.1851, -1.3691, 1.2435], [-0.9471, 0.3527, 1.2776], [-0.7414, 0.2180, -1.1581], [-0.7858, -1.6017, -1.0980], [-2.2820, -0.6333, -1.2740], [3.6208, -0.3637, -0.3364], [2.8446, 0.8646, -0.2226], [1.8922, 1.2956, -1.0305], [4.4325, -0.5192, 0.2522], [3.8269, -0.7078, -1.2522], [3.0639, 1.5736, 0.4968], [1.7467, 2.2871, -0.7467]],
  "nbo_charge": [-0.619, -0.394, -0.614, 0.200, 0.224, 0.199, 0.186, 0.192, 0.228, 0.212, 0.184, -0.842, 0.271, -0.688, 0.387, 0.391, 0.148, 0.335]
}

{
  "formula": "C4H12N2",
  "method": "wB97M-V/def2-TZVPD",
  "spin_multiplicity": 2,
  "e_lumo_ev": [-3.951, -3.932],
  "e_homo_ev": [-10.9, -12.8],
  "total_charge": 1,
  "s2": 0.772,
  "e_tot_ev": -7311.300,
  "species": ["C", "C", "C", "C", "N", "N", "H", "H", "H", "H", "H", "H", "H", "H", "H", "H", "H", "H"],
  "positions_angstrom": [[-0.8415, -0.5740, -0.8141], [0.4432, -0.9115, -1.6212], [1.2917, -0.3828, -0.3903], [1.0781, 0.7442, 0.3658], [2.2254, 0.8820, 1.3400], [-2.9922, 0.0673, 0.2928], [-0.9930, -1.2216, 0.0207], [-1.1490, 0.4455, -0.8203], [0.6167, -1.9650, -1.6828], [0.3355, -0.4156, -2.5356], [1.8846, -1.2136, 0.1543], [0.6212, 1.7070, 0.1665], [2.0446, 0.5432, 2.2836], [3.1158, 0.3045, 0.8778], [2.5122, 1.8257, 1.4385], [-3.4449, -0.5467, -0.3898], [-3.3797, -0.3480, 1.0894], [-3.3688, 1.0593, 0.2246]],
  "nbo_charge": [-0.228, -0.494, -0.103, -0.148, -0.702, -1.086, 0.180, 0.188, 0.234, 0.250, 0.214, 0.244, 0.439, 0.467, 0.438, 0.370, 0.363, 0.374]
}

Question: Which formula does entry 3 have?
Answer: C4H12N2